A structure of composition C28H42BrN3P2Pb at a distorted geometry, computed with the ωB97M-V functional and the def2-TZVPD basis.

Element x y z (Å)
C  3.798  -0.962  3.746
C  4.518  -0.739  2.553
C  4.884  -1.842  1.774
C  4.232  -3.054  2.015
N  3.395  -3.203  3.042
C  3.189  -2.207  3.905
C  4.767  0.579  2.046
C  4.563  1.716  1.621
C  3.654  2.736  1.205
C  2.732  3.330  2.107
C  1.487  3.788  1.604
C  1.232  3.631  0.256
C  2.247  3.378  -0.656
C  3.507  2.948  -0.184
Pb  -1.054  3.479  -0.946
P  -0.556  -1.791  0.695
H  5.590  -1.728  0.959
H  3.648  -0.161  4.466
H  4.426  -3.907  1.361
H  2.538  -2.394  4.761
H  4.317  2.740  -0.904
H  2.925  3.337  3.181
H  2.078  3.504  -1.726
H  0.716  4.179  2.283
C  -2.173  -2.560  0.213
C  -2.287  -4.080  0.201
H  -2.389  -2.158  -0.793
H  -2.940  -2.144  0.881
H  -3.284  -4.368  -0.164
H  -1.544  -4.547  -0.458
H  -2.193  -4.516  1.207
C  0.751  -3.038  0.217
C  1.016  -4.225  1.133
H  1.661  -2.423  0.175
H  0.562  -3.382  -0.811
H  1.726  -4.917  0.646
H  1.506  -3.910  2.067
H  0.113  -4.814  1.371
C  -0.552  -1.792  2.550
C  -1.295  -2.909  3.278
H  -1.013  -0.824  2.820
H  0.494  -1.751  2.894
H  -1.298  -2.702  4.358
H  -2.342  -2.965  2.956
H  -0.816  -3.890  3.149
Br  -2.395  3.617  -3.207
P  0.134  -0.573  -3.328
C  0.267  -2.356  -3.716
C  -0.150  -2.743  -5.115
H  -0.394  -2.836  -2.978
H  1.282  -2.692  -3.475
H  -0.170  -3.832  -5.191
H  -1.154  -2.381  -5.341
H  0.532  -2.353  -5.872
C  -0.857  0.219  -4.677
C  -0.169  0.809  -5.893
H  -1.428  1.004  -4.152
H  -1.565  -0.543  -5.005
H  -0.927  1.323  -6.497
H  0.590  1.544  -5.608
H  0.309  0.079  -6.557
C  1.831  0.188  -3.529
C  2.727  -0.433  -4.589
H  2.301  0.142  -2.530
H  1.660  1.254  -3.756
H  3.708  0.056  -4.528
H  2.872  -1.512  -4.429
H  2.324  -0.257  -5.595
N  -4.701  3.597  0.692
C  -5.245  2.494  0.031
C  -4.186  1.674  -0.269
N  -3.003  2.303  0.128
C  -3.369  3.438  0.761
H  -5.227  4.407  1.033
H  -6.299  2.371  -0.181
H  -4.195  0.684  -0.713
H  -2.740  4.141  1.298

Computed properties:
**HOMO (spin up / spin down)**: -18.2 / -18.2 eV
**Charge**: +4
**Lowest unoccupied orbital energy (spin up / spin down)**: -14.761 / -14.763 eV
**Calculated total energy**: -128007.74664 eV
**Energy relative to the best compared isomer or geometry (same formula, charge and spin)**: 3.295 eV
**Orbital gap (spin up / spin down)**: 0.1259 / 0.1256 Ha

Results of the Mulliken charge analysis, in e, for atoms 1 through 2: -0.23 0.77

A structure of composition C28H42CdN12PS2, computed with the ωB97M-V functional and the def2-TZVPD basis.

Element x y z (Å)
Cd  0.568  -0.307  -0.689
N  3.290  -0.349  0.552
C  3.747  -1.672  0.114
C  2.632  -2.716  0.190
N  1.552  -2.491  -0.787
C  1.653  -3.307  -2.017
C  2.688  -2.875  -3.034
N  2.262  -1.672  -3.757
H  3.626  0.384  -0.060
H  3.642  -0.142  1.475
H  4.587  -2.031  0.713
H  4.102  -1.601  -0.914
H  2.207  -2.682  1.197
H  3.069  -3.709  0.042
H  0.659  -2.768  -0.370
H  0.674  -3.266  -2.498
H  1.852  -4.348  -1.745
H  2.792  -3.689  -3.750
H  3.665  -2.753  -2.557
H  2.854  -1.514  -4.563
H  2.354  -0.850  -3.174
N  -0.559  -1.158  -4.327
C  -1.471  -1.329  -3.356
N  -1.198  -1.487  -2.081
C  -2.358  -1.716  -1.355
C  -3.506  -1.661  -2.062
S  -3.170  -1.390  -3.730
C  -2.256  -2.153  0.050
C  -3.287  -2.246  0.922
S  -2.778  -3.028  2.367
C  -1.188  -3.170  1.697
N  -1.047  -2.664  0.510
N  -0.158  -3.722  2.420
H  0.421  -1.362  -4.157
H  -0.868  -1.005  -5.269
H  -4.516  -1.811  -1.719
H  -4.307  -1.919  0.802
H  0.627  -4.032  1.869
H  -0.411  -4.360  3.157
C  -2.058  1.912  -0.105
N  -0.710  1.604  -0.611
C  -0.040  2.563  -1.154
C  1.255  2.382  -1.726
C  2.103  3.346  -2.269
C  3.265  2.674  -2.649
C  3.059  1.332  -2.326
N  1.842  1.135  -1.776
C  -2.981  2.556  -1.114
C  -3.710  3.691  -0.785
C  -4.555  4.282  -1.718
C  -4.673  3.742  -2.990
C  -3.937  2.611  -3.328
C  -3.095  2.028  -2.396
H  -1.984  2.578  0.761
H  -2.488  0.974  0.251
H  -0.459  3.570  -1.193
H  1.895  4.403  -2.352
H  4.148  3.091  -3.108
H  3.764  0.522  -2.464
H  -3.622  4.121  0.208
H  -5.115  5.169  -1.451
H  -5.328  4.203  -3.718
H  -4.021  2.186  -4.321
H  -2.495  1.167  -2.661
C  -0.104  -0.046  5.245
N  1.271  -0.006  4.745
C  1.686  1.392  4.614
N  0.792  2.191  3.777
C  -0.569  2.082  4.304
N  -1.043  0.702  4.414
C  -1.214  0.080  3.104
P  0.372  0.005  2.113
C  1.407  -0.733  3.491
C  0.854  1.787  2.378
H  -0.116  0.385  6.246
H  -0.430  -1.085  5.308
H  2.694  1.428  4.195
H  1.709  1.834  5.610
H  -1.247  2.645  3.660
H  -0.585  2.527  5.300
H  -1.954  0.643  2.530
H  -1.598  -0.935  3.234
H  2.457  -0.760  3.207
H  1.080  -1.766  3.638
H  0.175  2.408  1.792
H  1.860  1.954  1.985

Computed properties:
**HOMO**: -10.1 eV
**Charge**: +1
**Lowest unoccupied orbital energy**: -2.045 eV
**Calculated total energy**: -83119.20233 eV
**Energy relative to the best compared isomer or geometry (same formula, charge and spin)**: 0.000 eV
**Orbital gap**: 0.2963 Ha

Results of the Mulliken charge analysis, in e, for atoms 1 through 2: 4.91 -0.44

A structure of composition C28H42HgN6O10P2S, computed with the ωB97M-V functional and the def2-TZVPD basis.

Element x y z (Å)
Hg  0.862  1.350  0.908
O  3.477  0.769  5.239
C  3.200  1.381  4.071
O  3.759  1.116  3.044
C  2.123  2.430  4.241
O  1.771  3.099  3.064
C  2.817  3.868  2.482
C  3.318  3.364  1.123
O  4.369  3.859  0.730
O  2.584  2.559  0.455
H  3.935  -0.054  5.019
H  2.457  3.127  5.019
H  1.222  1.926  4.600
H  3.673  3.940  3.156
H  2.443  4.879  2.301
C  -3.712  -5.132  0.496
C  -2.951  -4.039  1.201
C  -1.727  -4.290  1.808
C  -1.014  -3.271  2.422
C  -1.525  -1.981  2.448
C  -2.754  -1.717  1.855
C  -3.453  -2.741  1.239
S  -0.488  -0.699  3.153
O  -0.904  -0.511  4.526
O  0.859  -1.195  2.973
N  -0.680  0.592  2.245
C  -1.793  1.479  2.338
C  -2.841  1.331  3.258
C  -3.910  2.216  3.264
C  -3.969  3.269  2.372
C  -2.937  3.472  1.441
C  -2.937  4.551  0.514
C  -1.863  4.685  -0.381
C  -0.836  3.779  -0.353
N  -0.807  2.728  0.512
C  -1.836  2.566  1.418
H  -3.275  -6.109  0.704
H  -3.700  -4.977  -0.585
H  -4.755  -5.147  0.817
H  -1.319  -5.295  1.792
H  -0.048  -3.449  2.876
H  -3.156  -0.713  1.868
H  -4.407  -2.528  0.767
H  -2.800  0.534  3.984
H  -4.704  2.079  3.990
H  -4.806  3.960  2.388
H  -3.750  5.266  0.526
H  -1.833  5.503  -1.091
H  0.016  3.857  -1.019
C  -1.741  -0.562  -3.314
N  -1.451  -0.802  -1.907
C  -2.097  0.164  -1.009
P  -0.037  -1.483  -1.413
O  0.476  -1.041  -0.112
O  0.998  -1.155  -2.646
P  1.776  0.284  -2.657
O  0.982  1.355  -2.042
N  2.043  0.580  -4.263
C  1.146  1.464  -4.990
C  2.749  -0.393  -5.073
N  3.259  -0.110  -2.029
C  3.487  -1.402  -1.386
C  3.915  0.996  -1.303
N  -0.177  -3.134  -1.484
C  0.762  -3.909  -0.675
C  -0.593  -3.801  -2.700
H  -1.635  0.502  -3.552
H  -2.768  -0.864  -3.539
H  -1.062  -1.118  -3.956
H  -1.855  1.192  -1.295
H  -1.751  0.012  0.009
H  -3.180  0.021  -1.042
H  0.604  2.084  -4.280
H  0.426  0.903  -5.599
H  1.724  2.112  -5.654
H  3.405  -0.986  -4.437
H  3.360  0.120  -5.821
H  2.057  -1.066  -5.596
H  3.062  -2.207  -1.981
H  3.063  -1.443  -0.376
H  4.566  -1.557  -1.316
H  3.601  1.958  -1.702
H  4.997  0.898  -1.410
H  3.657  0.993  -0.243
H  1.033  -3.335  0.208
H  1.670  -4.169  -1.236
H  0.275  -4.833  -0.357
H  -1.377  -3.231  -3.195
H  -1.001  -4.782  -2.444
H  0.239  -3.945  -3.401

Computed properties:
**HOMO (spin up / spin down)**: -1.7 / -4.2 eV
**Multiplicity**: 2
**Charge**: -1
**Expectation value of S²**: 0.77
**Lowest unoccupied orbital energy (spin up / spin down)**: 2.184 / 2.183 eV
**Calculated total energy**: -92727.00002 eV
**Energy relative to the best compared isomer or geometry (same formula, charge and spin)**: 0.000 eV
**Orbital gap (spin up / spin down)**: 0.1418 / 0.2338 Ha

Results of the natural (NBO) charge analysis, in e, for atoms 1 through 2: 1.62 -0.69

Q: Among the records above, which one has the lowest calculated total energy?
A: C28H42BrN3P2Pb